Record 1
{"formula": "C19H42F5GdO4S4SiTe", "method": "wB97M-V/def2-TZVPD", "elements": ["H", "H", "H", "C", "H", "O", "O", "H", "H", "H", "C", "Si", "H", "C", "H", "C", "H", "S", "H", "O", "C", "O", "C", "S", "C", "C", "H", "C", "H", "S", "H", "C", "H", "F", "C", "H", "H", "H", "H", "F", "C", "C", "H", "H", "F", "H", "C", "C", "C", "C", "H", "H", "H", "H", "C", "Gd", "H", "H", "H", "H", "Te", "F", "H", "H", "H", "H", "H", "F", "H", "H", "C", "S", "H", "H", "H", "H", "H"], "coordinates": [[1.4108, -4.3338, 2.6165], [-3.0501, 3.4391, -3.2159], [0.3492, 3.0202, -1.8962], [-1.7313, 2.3100, -1.9308], [-2.7385, 2.5296, 0.0443], [2.4558, 1.0981, 0.2166], [1.6006, 2.0414, 2.5567], [0.5883, -2.1563, -3.6687], [2.4234, -1.3560, 5.1450], [-1.6555, -1.7252, 0.4623], [-0.5470, 3.0923, -2.5203], [-1.1949, 0.4919, -1.4911], [-0.0313, -2.1761, 5.0305], [-2.3001, -1.9121, -0.4026], [0.0393, -3.8564, -0.0784], [1.7185, -1.1652, 4.3347], [-2.7964, 1.7950, -3.8009], [2.8300, 2.4800, 0.5080], [-3.0924, 0.4320, 0.8204], [1.6780, 3.0225, 1.4870], [0.5441, -4.0585, 2.0202], [2.9047, 3.4035, -0.5644], [-0.7706, 0.0926, -4.3678], [1.8289, -2.4029, 0.0847], [-2.9202, 2.3953, -2.9011], [3.4151, -2.3244, 2.4382], [-2.6689, 3.9899, -0.9319], [1.2635, 0.2220, -2.9221], [1.5233, -4.7555, 0.2218], [-0.2098, -2.5682, 2.7079], [-3.1841, -2.4434, -0.0251], [3.4009, -2.6010, 0.9304], [1.8348, -0.2180, -3.7507], [1.2488, 2.8718, 5.1832], [0.9347, -3.8938, 0.5451], [5.1007, 2.6010, 0.8115], [-4.1061, 1.0068, -0.5045], [-1.0977, -2.2560, -3.1677], [4.4490, -2.2869, 2.7829], [0.3714, 4.2428, 3.3841], [-0.1943, -0.2621, -2.9891], [-3.6023, -0.9826, -2.3075], [-0.8153, 4.1553, -2.5699], [-4.0025, -0.1109, -2.8215], [-0.6862, 0.1790, 2.8173], [-0.1724, -4.8774, 2.0971], [-2.7408, -0.6103, -1.0931], [0.7136, -2.3325, 4.2514], [-2.1173, 3.0826, -0.6544], [-3.6345, 0.1214, -0.0790], [-4.4367, -0.5507, 0.2517], [4.0650, -1.9001, 0.4214], [-1.8035, -0.2402, -4.4824], [1.2059, -3.2790, 4.4733], [-0.1390, -1.7963, -2.9295], [0.2568, 0.7289, 1.0413], [0.1859, -2.1694, -1.9574], [-0.2742, 2.7837, -3.5276], [4.2982, 1.5675, 2.0622], [-3.8514, 2.0893, -2.4214], [-0.1333, 2.5452, 3.9179], [-1.6904, 3.4499, 4.4212], [-1.2354, 3.4125, -0.1038], [1.3584, 1.3058, -2.9971], [-3.0531, -1.5744, -3.0397], [-0.1768, -0.4143, -5.1402], [4.1799, 3.3511, 2.1626], [-0.8782, 2.5759, 2.0056], [-0.7399, 1.1564, -4.5890], [1.1983, -0.2406, 4.5774], [4.2600, 2.4951, 1.4954], [2.6314, -0.7577, 2.8395], [2.9136, -3.1144, 2.9883], [1.7486, -0.0899, -1.9938], [3.7744, -3.6077, 0.7314], [-4.4563, -1.5887, -1.9762], [-1.7749, -2.5886, -1.0739]], "atomic_forces_ev_per_a": [[0.00, -0.04, 0.00], [-0.01, -0.05, 0.02], [-0.03, 0.01, 0.02], [0.02, 0.08, 0.12], [-0.05, -0.02, -0.01], [0.77, 0.46, -0.33], [0.29, 0.49, 0.31], [-0.05, 0.02, 0.02], [-0.03, -0.02, 0.04], [-0.02, 0.03, 0.01], [-0.03, 0.10, -0.05], [-0.43, 0.06, -0.79], [0.02, -0.03, 0.04], [-0.07, -0.04, 0.03], [-0.01, -0.03, 0.02], [-0.11, -0.12, -0.03], [0.05, -0.02, -0.03], [-0.46, -0.22, -0.07], [0.03, -0.04, -0.01], [0.36, -0.08, -0.34], [0.05, -0.05, -0.14], [0.05, 0.15, -0.02], [0.03, -0.05, -0.04], [-0.02, 0.18, -0.24], [0.00, 0.05, 0.00], [0.10, -0.13, -0.16], [0.06, -0.02, 0.00], [0.05, 0.03, -0.05], [-0.07, -0.03, -0.01], [-0.14, 0.07, 0.03], [0.05, 0.03, -0.04], [0.06, 0.03, 0.19], [-0.04, 0.03, 0.03], [0.42, 0.20, 1.00], [-0.03, -0.09, 0.12], [0.02, -0.03, 0.07], [0.00, -0.01, -0.01], [-0.02, 0.00, 0.01], [0.03, -0.10, -0.01], [0.14, 0.40, -0.18], [0.10, -0.09, 0.07], [-0.02, -0.07, 0.04], [0.02, -0.05, 0.00], [-0.01, 0.06, 0.00], [-0.36, -0.46, 0.62], [0.04, -0.05, -0.03], [-0.06, -0.02, 0.20], [0.11, 0.09, -0.02], [0.00, 0.11, -0.04], [-0.11, -0.03, 0.00], [0.03, 0.02, -0.03], [0.02, -0.01, 0.01], [-0.01, -0.02, 0.02], [0.00, 0.00, 0.03], [0.03, -0.03, 0.02], [-0.40, -1.17, -0.36], [0.02, 0.05, -0.04], [-0.01, -0.04, -0.02], [0.00, 0.05, 0.02], [0.01, -0.01, 0.00], [0.05, -0.23, -0.90], [-0.73, 0.42, 0.68], [0.02, -0.02, -0.01], [-0.01, -0.02, 0.01], [0.01, -0.01, 0.00], [-0.03, 0.02, 0.03], [0.07, 0.02, -0.04], [-0.09, 0.01, 0.01], [0.01, 0.05, 0.03], [-0.05, 0.01, -0.02], [0.27, -0.05, 0.21], [-0.03, 0.27, 0.06], [0.01, -0.03, -0.01], [-0.02, -0.02, -0.03], [0.06, 0.02, 0.01], [0.04, 0.03, -0.01], [0.01, -0.01, -0.04]], "lowdin_charge": [0.058, 0.086, 0.061, -0.631, 0.050, -0.461, -0.574, 0.090, 0.085, 0.018, -0.106, 0.786, 0.077, -0.121, 0.059, -0.497, 0.060, 0.587, 0.070, -0.351, -0.510, -0.214, -0.094, 0.831, -0.094, -0.494, 0.093, -0.112, 0.084, 0.868, 0.092, -0.512, 0.088, -0.517, -0.513, 0.088, 0.067, 0.066, 0.080, -0.395, -0.620, -0.086, 0.092, 0.065, -0.668, 0.076, -0.637, -0.491, -0.123, -0.107, 0.089, 0.075, 0.069, 0.069, -0.116, 1.357, 0.011, 0.063, 0.052, 0.067, 2.008, -0.480, 0.060, 0.064, 0.060, 0.087, 0.097, -0.565, 0.059, 0.040, -0.095, 0.861, 0.052, 0.038, 0.085, 0.088, 0.054], "multiplicity": 8, "homo_lumo_gap_ev": [7.48, 7.50], "e_above_lowest_ev": 3.122, "homo_energy_ha": [-0.276, -0.278], "fmax_ev_per_a": 1.3, "energy_ev": -121509.521, "s2": 16.116}

---

Record 2
{"formula": "C19H42N3O6S", "method": "wB97M-V/def2-TZVPD", "elements": ["H", "C", "H", "N", "H", "H", "C", "C", "C", "H", "C", "H", "H", "H", "H", "C", "O", "H", "H", "H", "S", "H", "H", "H", "H", "O", "O", "C", "C", "H", "O", "H", "H", "H", "H", "H", "C", "C", "H", "C", "C", "H", "H", "H", "H", "H", "H", "H", "H", "C", "H", "C", "C", "C", "N", "C", "H", "O", "C", "H", "O", "H", "C", "H", "H", "H", "H", "H", "H", "N", "H"], "coordinates": [[-6.6108, 3.3729, -3.9042], [2.9535, -3.7529, 0.6341], [6.7630, -5.2455, -3.4731], [0.4387, 1.7756, 2.1909], [0.6130, 2.3273, 0.1787], [5.3149, -3.6436, -0.9349], [-5.6077, 3.4001, -3.4640], [-3.7064, 3.4533, 1.3379], [0.3078, 0.4035, 5.3191], [-5.0876, 1.8093, 1.2618], [-1.1785, 0.3706, 3.4489], [1.9137, -1.1335, 2.1935], [4.3825, -2.1484, -2.9713], [-1.3994, 1.1096, 1.4275], [-3.3798, 3.2140, 2.3570], [6.5066, -5.1877, -2.3102], [-2.7445, 2.8413, 0.4764], [1.8582, -2.9703, -1.7902], [5.8023, -6.0484, -1.9453], [-5.4449, 2.5109, -2.8530], [3.2174, -4.2998, -3.4151], [2.5106, 1.0295, -0.4807], [-3.6592, 4.5446, 1.2623], [3.4424, -2.6967, 0.4814], [8.5399, -5.4610, -2.2493], [3.1290, 0.3298, 1.3101], [7.7929, -5.3360, -1.5639], [-5.1423, 2.9038, 1.1856], [2.0802, -4.1389, -1.8880], [1.4056, -0.1236, 0.2240], [3.6228, -5.9890, -3.4969], [-0.1950, -0.1756, 1.6343], [-2.9509, 4.4176, -0.8916], [-0.4879, 0.8886, 5.8956], [3.0844, -5.8233, -0.3620], [-1.7350, 3.1858, -1.2692], [2.4203, -6.8067, -3.1522], [5.7759, -3.7189, -2.0278], [-3.4327, 2.7830, -1.4685], [-0.5972, 0.7417, 2.0740], [2.7491, -0.4677, 2.4218], [1.0204, 1.1506, 4.9661], [-5.7486, 3.2472, 2.0292], [-4.8743, 3.3889, -4.2761], [1.9745, 2.7442, 1.2109], [1.0608, 1.5331, 2.9582], [2.5115, 0.1753, 3.2734], [-5.3398, 2.7707, -0.8279], [-1.5676, 1.2550, 3.9759], [-6.0304, 4.6249, -0.3359], [5.3868, -3.1974, -4.2179], [2.0470, 0.7300, 0.4669], [4.7555, -3.2476, -3.2210], [1.2513, 1.9495, 0.9831], [1.5201, -7.4784, -2.4638], [-6.4709, 4.8691, -1.7892], [3.6059, -1.0793, 2.7145], [-0.2212, -0.3478, 4.2349], [2.7675, -4.6978, -0.5086], [-6.6972, 5.9329, -1.9011], [-5.4067, 4.5839, -2.7038], [6.6735, -2.9316, -2.0302], [-2.7307, 3.3483, -0.8498], [-2.0195, -0.3095, 3.2895], [-6.7832, 5.0324, 0.3455], [1.0148, -4.6226, -2.1234], [-7.3878, 4.3115, -2.0333], [0.8424, -0.2848, 5.9809], [2.5346, -4.0632, 1.6950], [-5.8576, 3.1931, -0.0610], [-5.0966, 5.1740, -0.1840]], "atomic_forces_ev_per_a": [[0.07, -0.06, 0.08], [-0.83, -2.07, -2.57], [-0.92, -0.07, 2.43], [0.08, -0.42, -0.12], [-0.05, -0.12, -0.02], [0.79, -0.35, -2.59], [0.20, 0.33, -0.07], [-0.15, -0.39, 0.33], [-0.01, -0.36, 0.01], [0.04, 0.19, 0.09], [0.13, -0.15, -0.58], [-0.14, 0.12, 0.03], [0.17, -2.44, -0.61], [0.06, 0.05, 0.04], [0.01, -0.03, -0.13], [0.27, 0.21, -0.37], [-0.25, 0.38, 0.07], [0.82, -2.40, -0.35], [1.33, 1.56, -0.93], [-0.15, -0.21, -0.02], [-1.33, 0.28, -0.83], [0.04, 0.03, 0.13], [-0.01, -0.02, -0.21], [-2.04, -1.69, 0.19], [-1.91, 0.35, 1.66], [-0.38, -0.30, -0.34], [-0.52, 0.29, -2.56], [0.27, -0.18, -0.37], [0.73, 0.66, 2.04], [-0.11, -0.11, 0.23], [-3.57, -1.19, 1.49], [-0.12, -0.23, -0.02], [-0.11, -0.06, 0.00], [0.10, 0.02, -0.08], [-1.80, 2.20, -0.33], [0.02, 0.01, 0.15], [-4.03, -3.28, 5.59], [1.50, 0.39, 0.60], [-0.03, 0.26, -0.15], [0.03, 0.28, 0.64], [0.35, 0.28, 0.13], [0.00, 0.23, 0.10], [0.06, 0.11, -0.02], [-0.08, 0.11, 0.16], [-0.07, -0.17, -0.17], [-0.21, 0.12, -0.18], [-0.18, -0.27, 0.04], [-0.19, 0.14, 0.20], [0.28, -0.13, -0.08], [-0.08, -0.46, -0.58], [-1.86, -0.45, 1.71], [0.22, 0.56, -0.10], [2.35, 0.30, 1.51], [0.20, -0.08, 0.42], [8.10, 6.10, -6.56], [0.23, 0.22, 0.47], [0.05, 0.07, -0.11], [-0.14, 0.44, 0.18], [0.02, 2.29, 2.48], [-0.01, -0.03, 0.02], [-0.43, -0.35, -0.06], [-2.01, -1.57, -0.15], [0.11, -0.37, 0.05], [0.00, 0.03, -0.01], [0.01, -0.02, -0.02], [2.70, 0.65, 0.26], [0.31, -0.05, 0.05], [-0.12, 0.03, -0.16], [2.05, 0.30, -2.08], [0.21, 0.24, -0.05], [-0.04, 0.23, -0.02]], "lowdin_charge": [0.090, 0.024, 0.142, -0.042, 0.111, 0.111, -0.114, -0.205, -0.110, 0.118, -0.197, 0.077, 0.143, 0.104, 0.117, -0.223, -0.211, 0.131, 0.121, 0.068, 1.127, 0.115, 0.111, 0.084, 0.127, -0.192, -0.128, -0.193, -0.299, 0.097, -0.337, 0.093, 0.092, 0.091, 0.123, 0.082, -0.167, -0.192, 0.069, -0.199, -0.110, 0.071, 0.117, 0.090, 0.124, 0.065, 0.074, 0.063, 0.122, -0.202, 0.135, -0.222, -0.308, -0.184, 0.186, -0.200, 0.087, -0.202, -0.183, 0.120, -0.199, 0.146, -0.091, 0.120, 0.123, 0.135, 0.123, 0.092, 0.108, -0.057, 0.097], "homo_lumo_gap_ev": 4.64, "total_charge": 1, "homo_energy_ha": -0.370, "fmax_ev_per_a": 12.1, "energy_ev": -47954.619}